Molecular formula: CH3BrP2
Method: DFT, ωB97M-V/def2-TZVPD

The value obtained for the HOMO energy is -9.61 eV. As for the energy above the lowest of the compared OMol25 structures with the same formula, charge and spin: 205.5 kJ/mol. For the largest force on an atom, the calculation gives 0.0547 Eh/bohr. The value obtained for the energy is -3296.4945 Eh. The frontier orbital gap is 7.962 eV.

Last column: natural (NBO) charge in e.
Atoms and positions in Å:
Br  -4.62760  -0.12123  0.05693  -0.23
P  0.74320  -0.13660  -0.01415  0.06
P  -1.08658  1.00432  -0.69596  0.51
C  -2.13863  0.18804  0.22509  -0.53
H  1.50376  1.04666  -0.01253  0.00
H  -2.15455  -0.40096  1.09631  0.19
H  0.67730  -0.44156  1.30258  0.00